The following is a DFT calculation (ωB97M-V with the def2-TZVPD basis set) of a cluster of 3 separate species, C12H31N3O2PS in total.

Output
* gap between HOMO and LUMO: 6.143 eV
* net charge: +1
* E_LUMO: -5.5 eV

Structure (XYZ):
```
50
Properties=species:S:1:pos:R:3:forces:R:3
S 4.3065 -1.4098 3.2331 -0.819 1.285 -0.570
P 3.7271 0.3557 2.5428 1.918 -2.601 0.785
C 1.8335 0.5973 2.6105 -1.322 2.915 -1.434
N 1.4011 1.6530 1.8383 -0.920 -4.203 4.195
C -0.1369 1.6876 1.9602 -2.453 0.253 -2.631
C -0.7721 0.4240 2.8530 2.059 0.067 -1.953
C 0.6426 -0.2024 3.4081 -0.459 0.178 1.596
H 4.4644 1.3801 3.2839 -1.290 -0.094 -0.800
H 4.1186 0.5146 1.1354 -0.850 0.499 1.003
H 2.0134 2.2886 1.2718 -0.898 -0.805 0.715
H -0.5672 2.7649 2.2422 1.237 -2.475 -0.813
H -0.4300 1.3215 0.8628 0.184 1.718 2.264
H -1.5999 0.7613 3.6112 2.066 -0.748 -1.341
H -1.1870 -0.3094 2.0413 0.420 1.532 1.814
H 0.5852 0.0614 4.5599 1.093 -0.191 -2.215
H 0.7564 -1.3868 3.4616 -0.011 2.687 -0.754
C -5.9560 0.9058 -0.5802 -0.313 0.062 -0.099
C -5.3551 0.5205 0.7696 0.309 -0.020 -0.313
C -4.2079 1.4536 1.2259 -0.213 -0.289 0.251
O -2.9662 1.2351 0.5520 -0.140 0.321 0.246
C -2.8813 1.8349 -0.7309 0.133 -0.215 -0.163
N -4.9186 -0.8829 0.7153 0.423 0.254 0.280
H -5.3298 0.6041 -1.4234 0.003 0.008 0.142
H -6.9269 0.4148 -0.7167 0.251 0.058 0.066
H -6.1196 1.9863 -0.6436 0.014 -0.093 -0.009
H -6.1571 0.6016 1.5137 0.202 0.008 0.024
H -4.0087 1.2462 2.2844 0.070 -0.056 -0.114
H -4.5002 2.5081 1.1674 0.018 0.015 -0.180
H -3.4123 2.7919 -0.7768 -0.030 -0.140 0.016
H -3.2606 1.1476 -1.4909 -0.058 0.235 -0.074
H -1.8261 2.0159 -0.9521 -0.027 0.007 0.072
H -4.6134 -1.1653 1.6473 -0.218 -0.090 -0.121
H -4.0581 -0.9118 0.1609 -0.345 -0.069 0.002
C 4.9963 -1.7003 -2.4217 0.345 -0.063 0.116
C 3.8285 -1.1122 -1.6331 -0.152 -0.138 -0.539
C 2.5132 -1.9136 -1.7841 -0.108 0.260 -0.119
O 1.8404 -1.7141 -3.0296 0.295 -0.194 0.695
C 2.3690 -2.4678 -4.1093 -0.135 0.133 -0.321
N 3.6496 0.2948 -2.0220 -0.331 -0.023 0.149
H 4.9417 -1.4746 -3.4895 -0.105 -0.001 0.150
H 5.9448 -1.2859 -2.0597 -0.218 -0.036 -0.072
H 5.0431 -2.7874 -2.3027 -0.018 0.122 -0.026
H 4.1088 -1.1421 -0.5730 -0.111 -0.049 0.031
H 1.8164 -1.5615 -1.0136 -0.061 0.044 -0.118
H 2.6692 -2.9816 -1.5946 0.109 -0.020 -0.111
H 2.7314 -3.4509 -3.7901 0.041 0.124 0.028
H 3.1653 -1.9058 -4.6031 0.093 -0.226 -0.020
H 1.5716 -2.6164 -4.8422 0.016 0.040 0.185
H 2.9379 0.7110 -1.4205 0.074 -0.031 -0.120
H 3.2149 0.3005 -2.9491 0.232 0.048 0.203
```
Positions in Å, forces in eV/Å.

Löwdin charges, unit e, in atom order:
1. S 0.123
2. P 0.370
3. C -0.253
4. N 0.052
5. C -0.120
6. C -0.120
7. C -0.110
8. H 0.010
9. H -0.008
10. H 0.179
11. H 0.163
12. H 0.129
13. H 0.140
14. H 0.123
15. H 0.150
16. H 0.151
17. C -0.068
18. C -0.423
19. C -0.192
20. O -0.243
21. C -0.097
22. N 0.041
23. H 0.067
24. H 0.085
25. H 0.081
26. H 0.140
27. H 0.112
28. H 0.122
29. H 0.099
30. H 0.083
31. H 0.076
32. H 0.070
33. H 0.069
34. C -0.064
35. C -0.438
36. C -0.199
37. O -0.195
38. C -0.100
39. N 0.033
40. H 0.070
41. H 0.082
42. H 0.085
43. H 0.106
44. H 0.109
45. H 0.122
46. H 0.095
47. H 0.076
48. H 0.092
49. H 0.046
50. H 0.079

---

The following is a DFT calculation (ωB97M-V with the def2-TZVPD basis set) of a structure of composition C12H32Cl2P2Rh.

Output
* gap between HOMO and LUMO (spin up / spin down): 2.182 / 5.639 eV
* expectation value of S²: 6.013
* 2S+1: 5
* net charge: -1
* E_LUMO (spin up / spin down): 2.8 / 0.9 eV

Structure (XYZ):
```
49
Properties=species:S:1:pos:R:3:forces:R:3
Rh -0.5870 -0.8269 -1.1890 0.145 -0.326 -0.117
Cl -2.7179 -0.4174 -2.0220 -1.077 -0.061 -0.906
Cl 0.4932 -2.7424 -1.9117 0.856 -0.809 -0.909
H -1.0434 -1.6634 0.0947 -0.938 -0.984 0.935
H -1.2081 0.3020 -0.3262 -0.058 1.389 -0.267
P -2.2522 -1.7703 -4.1425 -1.999 -0.125 -1.185
C -3.0373 -0.3693 -5.1221 0.431 0.203 0.423
C -1.5153 -2.8433 -5.5468 0.208 0.162 0.569
C -3.8204 -2.7081 -3.6903 0.272 0.070 0.318
C -2.1305 0.8641 -5.0785 -0.159 0.170 -0.068
H -3.9387 -0.1637 -4.5243 0.264 0.051 -0.042
C -3.4838 -0.6316 -6.5563 0.062 -0.035 -0.204
H -2.6307 -0.7315 -7.2446 -0.256 -0.097 0.187
H -4.0473 0.2504 -6.8884 0.045 -0.132 0.024
H -4.1433 -1.4992 -6.6508 0.204 0.133 -0.087
H -1.8534 1.1157 -4.0506 0.008 0.026 -0.215
H -2.6689 1.7114 -5.5233 0.113 -0.025 0.132
H -1.2220 0.7135 -5.6726 -0.064 -0.025 0.125
H -4.4542 -1.9054 -3.2800 0.286 -0.259 0.041
C -3.5047 -3.7028 -2.5722 -0.072 -0.040 0.096
C -4.6262 -3.3774 -4.8050 0.005 0.062 -0.262
H -5.2354 -2.6461 -5.3601 0.259 -0.320 0.119
H -5.3151 -4.0873 -4.3322 0.021 0.096 -0.116
H -4.0083 -3.9491 -5.5094 -0.191 0.111 0.097
H -3.0754 -3.1979 -1.6986 -0.048 -0.156 -0.151
H -2.8075 -4.4752 -2.9116 -0.074 0.114 0.157
H -4.4374 -4.2029 -2.2847 0.137 0.065 0.138
C -0.2976 -2.1577 -6.1735 -0.075 -0.120 0.064
H -2.3401 -2.8948 -6.2806 0.321 0.005 0.273
C -1.1476 -4.2451 -5.0434 0.027 0.188 -0.129
H -0.5679 -1.2251 -6.6872 0.189 -0.254 0.163
H 0.1519 -2.8554 -6.8931 -0.059 0.238 -0.029
H 0.4603 -1.9539 -5.4085 -0.123 0.067 -0.091
H -0.5022 -4.1826 -4.1582 -0.190 -0.007 -0.071
H -0.5673 -4.7425 -5.8304 -0.173 -0.111 0.079
H -2.0400 -4.8410 -4.8122 0.335 0.094 -0.065
C -0.4259 0.9668 1.7684 0.463 -0.414 0.162
P 0.4096 -0.2586 0.6852 0.092 0.745 0.240
C 1.9463 0.5609 0.2008 0.658 0.243 0.374
C 1.0737 -1.5583 1.7752 0.067 0.112 0.305
H -0.5528 1.9015 1.2152 0.088 -0.216 0.031
H 0.1868 1.1308 2.6557 -0.105 0.097 0.177
H -1.4189 0.5957 2.0395 0.117 -0.030 0.000
H 2.7455 0.3130 0.9023 0.170 0.172 -0.007
H 2.2178 0.2084 -0.7905 0.066 0.087 -0.063
H 1.7957 1.6362 0.1953 0.038 0.139 -0.219
H 1.9520 -1.1625 2.3147 -0.375 -0.257 -0.032
H 0.2902 -1.8601 2.4806 0.259 -0.149 -0.199
H 1.3780 -2.3977 1.1360 -0.166 0.113 0.203
```
Positions in Å, forces in eV/Å.

Löwdin charges, unit e, in atom order:
1. Rh -0.162
2. Cl -0.021
3. Cl -0.266
4. H -0.076
5. H -0.107
6. P 0.989
7. C -0.580
8. C -0.520
9. C -0.586
10. C -0.177
11. H 0.073
12. C -0.132
13. H 0.069
14. H 0.077
15. H 0.049
16. H 0.022
17. H 0.070
18. H 0.062
19. H 0.055
20. C -0.156
21. C -0.124
22. H 0.062
23. H 0.072
24. H 0.062
25. H 0.040
26. H 0.057
27. H 0.070
28. C -0.122
29. H 0.085
30. C -0.130
31. H 0.052
32. H 0.074
33. H 0.077
34. H 0.030
35. H 0.073
36. H 0.057
37. C -0.318
38. P 0.538
39. C -0.288
40. C -0.286
41. H 0.021
42. H 0.034
43. H 0.023
44. H 0.024
45. H 0.015
46. H 0.031
47. H 0.032
48. H 0.032
49. H 0.024

---

The following is a DFT calculation (ωB97M-V with the def2-TZVPD basis set) of a structure of composition C12H32ClN2O2Ti.

Output
* gap between HOMO and LUMO (spin up / spin down): 5.597 / 5.840 eV
* expectation value of S²: 3.752
* 2S+1: 4
* net charge: +2
* E_LUMO (spin up / spin down): -6.1 / -5.9 eV

Structure (XYZ):
```
50
Properties=species:S:1:pos:R:3:forces:R:3
Ti 2.7445 5.2342 -0.3890 0.541 -0.781 -0.584
Cl 4.3292 1.9364 -2.0736 -0.626 0.848 0.790
C -2.9605 -2.1404 -3.4572 0.522 1.825 -0.483
C -2.5256 -1.2030 -2.3019 0.341 -0.459 1.389
N -3.4278 0.0052 -1.8738 -0.465 -1.090 -0.490
C -4.9152 -0.6089 -1.8294 1.753 2.298 1.139
C -2.8762 0.5678 -0.4776 -1.086 -0.229 -0.763
C -2.8278 -0.4177 0.6997 0.930 -0.335 -0.954
C -3.4070 1.1968 -2.9189 -0.311 -2.317 -0.871
C -2.0624 1.4570 -3.6435 -0.801 -0.121 -0.080
O -1.6488 0.3857 -4.4632 -0.800 -0.500 0.755
C -0.5599 0.6651 -5.2983 1.279 -0.169 -0.502
H -2.8315 -1.5215 -4.3452 -0.717 -0.354 -0.361
H -3.9543 -2.5699 -3.3308 0.046 0.285 -0.029
H -2.2816 -2.9749 -3.6328 0.268 0.126 0.656
H -1.5331 -0.7525 -2.2923 0.069 -0.301 -0.978
H -2.4612 -1.8676 -1.4403 -0.480 0.352 0.451
H -5.3947 0.2473 -1.3550 -0.730 -0.542 0.247
H -4.8574 -1.4999 -1.2043 -0.229 0.196 -0.154
H -5.3737 -0.7618 -2.8063 0.661 -0.102 -0.005
H -3.5327 1.3811 -0.1685 -0.350 -0.010 -0.451
H -1.9592 1.0654 -0.7932 0.304 -0.471 0.326
H -2.0837 -1.1988 0.5439 -0.266 -0.282 -0.307
H -3.8109 -0.8595 0.8626 0.145 0.091 0.248
H -2.4181 0.0323 1.6040 -0.582 0.563 -0.037
H -3.9134 2.0842 -2.5391 0.570 -0.027 0.603
H -4.1192 0.8203 -3.6532 0.177 0.042 -0.325
H -1.3340 1.7330 -2.8810 0.533 0.205 -0.255
H -2.2724 2.2514 -4.3596 0.060 0.778 0.532
H 0.3388 0.9054 -4.7302 -0.009 0.410 0.210
H -0.7354 1.4168 -6.0678 -0.349 0.362 0.240
H -0.2620 -0.2253 -5.8519 -0.508 -0.276 0.171
C 5.3077 1.5018 4.1503 -0.118 -0.772 -0.851
C 4.7306 0.0452 4.2475 3.088 1.359 -0.513
C 3.2970 0.0449 4.1987 -3.098 0.255 0.263
O 2.6930 -1.2249 4.1339 1.083 -1.285 1.975
C 2.6867 -1.8658 5.4774 -0.501 0.470 -0.247
N 5.1820 -0.7296 3.0513 -0.648 -0.429 -1.474
H 4.8863 -1.6940 2.9992 0.890 -1.358 1.516
H 4.5749 -0.5933 2.2557 -0.484 1.868 -0.823
H 6.1111 -0.5561 2.6950 0.630 -0.267 0.260
H 5.1555 2.0509 5.0795 0.117 -0.115 -0.150
H 4.8852 2.0393 3.3014 -0.697 0.060 0.184
H 6.3506 1.5078 3.8336 0.320 -0.266 0.737
H 5.1978 -0.4322 5.1088 -0.364 -0.174 0.038
H 2.8578 0.5250 3.3243 0.605 0.441 -0.313
H 2.9734 0.6676 5.0327 -0.444 -0.189 0.404
H 3.5936 -1.9295 6.0786 0.862 0.508 -0.764
H 2.3997 -2.9157 5.4186 -0.636 0.384 -0.424
H 2.0443 -1.2251 6.0815 -0.495 -0.504 0.056
```
Positions in Å, forces in eV/Å.

Löwdin charges, unit e, in atom order:
1. Ti 0.804
2. Cl -0.803
3. C -0.037
4. C -0.160
5. N -0.201
6. C 0.053
7. C -0.126
8. C -0.060
9. C -0.048
10. C -0.188
11. O -0.222
12. C -0.083
13. H 0.069
14. H 0.079
15. H 0.096
16. H 0.125
17. H 0.103
18. H 0.099
19. H 0.101
20. H 0.103
21. H 0.120
22. H 0.114
23. H 0.072
24. H 0.085
25. H 0.089
26. H 0.138
27. H 0.123
28. H 0.122
29. H 0.139
30. H 0.098
31. H 0.098
32. H 0.100
33. C -0.001
34. C -0.316
35. C -0.266
36. O -0.160
37. C -0.033
38. N 0.236
39. H 0.173
40. H 0.171
41. H 0.179
42. H 0.102
43. H 0.088
44. H 0.089
45. H 0.162
46. H 0.151
47. H 0.148
48. H 0.084
49. H 0.098
50. H 0.095

---

The following is a DFT calculation (ωB97M-V with the def2-TZVPD basis set) of a structure of composition C12H32CrIOP2Si.

Output
* gap between HOMO and LUMO (spin up / spin down): 5.487 / 6.589 eV
* expectation value of S²: 4.186
* 2S+1: 4
* net charge: +2
* E_LUMO (spin up / spin down): -9.3 / -8.2 eV

Structure (XYZ):
```
50
Properties=species:S:1:pos:R:3:forces:R:3
C -1.2476 1.9747 -0.2833 1.765 -1.735 -0.865
I -0.4405 3.3595 1.2406 0.801 -0.892 1.372
H -1.8613 2.8605 -0.2270 -1.400 -0.936 -2.741
H -1.6865 0.8926 -0.2786 0.369 2.486 1.221
H -0.3687 1.7638 -1.0070 -1.840 1.488 0.810
Cr 0.9267 -1.2689 -0.1600 -0.282 1.434 0.471
P -1.7662 -1.2473 0.8076 -1.063 -0.500 1.484
C -1.8168 -2.8121 1.7475 0.326 -0.902 0.452
C -2.3821 -0.0896 2.1503 0.684 0.000 -0.352
H -3.3881 -0.4583 2.4779 0.883 0.430 -0.418
H -4.2072 -1.4372 0.5959 0.779 0.004 -0.379
H -2.3782 0.9359 1.7345 -0.400 -0.584 0.573
H -3.4703 -0.4871 -0.7455 -0.187 -0.686 -0.028
H -1.2455 -2.7587 2.6972 -0.426 0.152 -0.643
H -1.6853 -0.1270 3.0013 -0.250 0.088 -0.246
C -3.3611 -1.3978 -0.1281 0.409 0.048 -0.401
H -2.8335 -3.1635 2.0021 0.278 0.523 -0.221
H -3.3432 -2.3413 -0.7119 -0.139 0.774 0.041
H -1.3748 -3.6209 1.1510 -0.029 0.053 0.110
P 2.1652 1.0261 -1.3738 0.781 0.165 0.403
C 3.7209 0.2982 -1.9831 0.125 -0.837 -0.280
C 1.6074 2.0024 -2.8340 -0.268 -0.677 0.455
H 1.9677 3.0100 0.0217 0.623 -0.261 -0.054
H 3.4902 2.9346 -0.9338 0.084 0.116 0.043
H 3.3687 1.9913 0.5804 -0.323 0.222 -0.371
C 2.8129 2.3730 -0.2931 -0.588 -0.444 0.217
H 0.7084 2.5756 -2.5577 0.403 -0.115 -0.400
H 2.4427 2.6606 -3.1186 -0.377 -0.190 0.047
H 4.3150 1.0155 -2.5509 -0.101 0.144 0.086
H 3.5087 -0.5451 -2.6546 -0.002 0.200 0.025
H 1.3954 1.2697 -3.6233 -0.087 0.475 -0.036
H 4.3497 -0.1114 -1.1840 -0.202 0.271 -0.011
C 0.7196 -3.2173 -1.2528 -0.442 -5.964 -1.768
O 0.6494 -4.3213 -1.6230 0.368 5.821 1.810
C 4.0283 -1.4311 3.8520 -0.095 0.717 -0.501
Si 3.0161 -2.2483 2.5053 -0.606 0.629 0.618
C 4.1165 -3.4466 1.6165 -0.101 -0.168 -0.576
C 1.3956 -2.7683 3.2761 0.006 -0.344 0.234
C 2.4291 -0.9744 1.1382 2.102 0.629 -0.851
H 4.4323 -2.2742 4.4280 -0.024 0.250 0.084
H 3.3734 -0.8013 4.4887 0.570 -0.342 -0.233
H 4.8816 -0.8294 3.4577 -0.608 -0.433 0.396
H 4.4621 -4.2319 2.2969 -0.055 0.056 -0.133
H 3.5982 -3.9219 0.7650 0.298 -0.001 0.259
H 5.0155 -2.9256 1.2241 -0.488 -0.241 0.234
H 0.9941 -1.9282 3.8804 0.290 -0.383 -0.300
H 0.6063 -3.0798 2.5790 0.468 -0.059 0.114
H 1.6001 -3.6054 3.9523 -0.292 0.059 0.058
H 2.7432 0.0836 1.2761 -0.838 -0.353 0.432
H 3.2931 -1.1961 0.4247 -0.895 -0.184 -0.245
```
Positions in Å, forces in eV/Å.

Löwdin charges, unit e, in atom order:
1. C -0.500
2. I 0.839
3. H -0.115
4. H -0.031
5. H -0.045
6. Cr 0.581
7. P 0.795
8. C -0.292
9. C -0.231
10. H 0.082
11. H 0.075
12. H -0.002
13. H 0.051
14. H 0.037
15. H 0.055
16. C -0.240
17. H 0.078
18. H 0.062
19. H 0.039
20. P 0.796
21. C -0.268
22. C -0.229
23. H -0.062
24. H 0.062
25. H 0.054
26. C -0.256
27. H 0.045
28. H 0.073
29. H 0.067
30. H 0.054
31. H 0.060
32. H 0.047
33. C 0.072
34. O 0.175
35. C -0.159
36. Si 0.457
37. C -0.174
38. C -0.181
39. C -0.304
40. H 0.053
41. H 0.051
42. H 0.057
43. H 0.054
44. H 0.034
45. H 0.061
46. H 0.061
47. H -0.013
48. H 0.053
49. H 0.003
50. H 0.019

---

net charge of number 2 (C12H32Cl2P2Rh)? -1